Below is a structure of composition C6H10N2O3PRhS2Se in a non-equilibrium geometry, with properties calculated with ωB97M-V with the def2-TZVPD basis set.

Structure (XYZ):
```
26
Properties=species:S:1:pos:R:3:forces:R:3:mulliken_spin:R:1
Rh -0.0594 -0.3497 -0.0171 0.363 1.109 0.538 0.466
C 2.9990 -5.0346 -3.7020 -0.013 0.000 -0.039 0.000
C 3.4048 -4.1235 -2.5604 -0.006 0.035 -0.028 -0.001
O 2.8921 -2.8059 -2.7479 -0.072 0.185 0.005 0.000
P 1.3711 -2.5310 -2.1235 0.168 -0.011 -0.170 0.000
S -1.2454 -1.9806 -0.2220 -0.527 -0.695 -0.150 0.454
S 1.8713 -0.6411 -1.2348 -0.202 -0.366 0.048 -0.048
O 0.5350 -2.1453 -3.4644 0.025 -0.045 0.138 -0.002
C 0.7997 -1.0673 -4.3659 0.017 0.003 0.020 -0.001
C 1.6717 -1.5222 -5.5183 0.024 0.000 -0.033 0.001
H 3.4084 -6.0375 -3.5583 -0.003 0.020 -0.004 0.000
H 3.3621 -4.6397 -4.6523 -0.001 -0.007 0.014 0.000
H 1.9114 -5.1073 -3.7596 0.011 -0.015 0.012 0.000
H 4.4901 -4.0282 -2.5059 0.013 0.002 0.021 0.000
H 3.0544 -4.5293 -1.6058 0.003 0.002 0.005 0.001
H 1.2620 -0.2427 -3.8207 -0.001 -0.002 0.019 0.000
H -0.1740 -0.7301 -4.7219 -0.016 0.001 0.006 0.000
H 2.6542 -1.8251 -5.1587 -0.003 0.008 -0.001 0.000
H 1.7945 -0.7057 -6.2343 -0.005 -0.017 0.008 0.000
H 1.2149 -2.3686 -6.0343 -0.005 0.009 0.001 0.000
O 0.0244 -0.0326 4.2306 0.012 0.019 -0.053 0.008
C 0.2325 -0.1253 3.0647 0.010 -0.120 -0.035 0.018
N 0.4920 -0.2127 1.9061 0.362 -0.139 0.301 0.058
Se -3.5953 2.1145 -2.0434 0.266 -0.117 0.129 -0.002
C -2.0724 1.4526 -1.4010 -0.157 0.227 -0.253 0.000
N -1.0396 1.0689 -1.0026 -0.263 -0.087 -0.498 0.048
```
Positions in Å, forces in eV/Å.

Computed properties:
Multiplicity   2
Gap between HOMO and LUMO (spin up / spin down)   6.446 / 6.581 eV
Total charge   -1
Largest force on an atom   1.28 eV/Å